{
  "formula": "C39H49BrN6PPbS4",
  "method": "ωB97M-V with the def2-TZVPD basis set",
  "symbols": ["Pb", "Br", "S", "S", "S", "S", "P", "N", "N", "N", "N", "N", "N", "C", "C", "C", "C", "C", "C", "C", "C", "C", "C", "C", "C", "C", "C", "C", "C", "C", "C", "C", "C", "C", "C", "C", "C", "C", "C", "C", "C", "C", "C", "C", "C", "C", "C", "C", "C", "C", "C", "C", "H", "H", "H", "H", "H", "H", "H", "H", "H", "H", "H", "H", "H", "H", "H", "H", "H", "H", "H", "H", "H", "H", "H", "H", "H", "H", "H", "H", "H", "H", "H", "H", "H", "H", "H", "H", "H", "H", "H", "H", "H", "H", "H", "H", "H", "H", "H", "H", "H"],
  "coordinates": [[-0.08900, -0.09400, 0.51800], [1.31270, -6.22890, 0.77060], [-0.46080, -1.07320, 2.99470], [-0.54820, 2.05630, -1.61510], [0.00040, 2.41250, 1.67990], [2.64240, -0.47630, 1.88310], [-3.42940, -0.73050, -0.58500], [-2.01140, -0.99040, -0.10240], [-3.63610, -0.45000, -2.26180], [0.69330, -2.47850, -0.76010], [-4.56760, -2.01700, -0.31210], [2.45430, 0.76460, -0.70330], [-4.27430, 0.55360, 0.13450], [-1.96510, -0.37110, -4.10460], [-1.32740, 3.30680, -0.60630], [1.30940, -4.72470, -0.38680], [-1.01640, 3.45800, 0.75580], [0.73910, -3.53330, 0.03160], [3.56580, -1.07120, 0.40940], [-5.70670, 0.73890, 0.09610], [1.54390, -4.33550, 4.06370], [3.45490, 0.10560, -3.17540], [3.24530, -0.28420, -0.82890], [-4.95720, -2.99640, -1.28810], [1.86140, -4.82390, -1.65860], [-2.79030, -1.22440, -3.13440], [-4.45840, 2.13860, 2.01270], [-2.87070, 0.60160, -4.85620], [-3.36880, -3.74500, 0.97550], [-2.48350, 5.39430, 0.80140], [-6.35330, 0.54060, 1.46590], [-1.58210, 4.56010, 1.41440], [-5.75910, 1.50300, 2.50870], [-4.46900, 0.49640, -2.94890], [3.77560, -0.65630, -2.06150], [-3.74950, -4.79890, -0.05770], [-4.39700, -2.61690, 0.99100], [2.63010, 1.20930, -3.03170], [-3.60860, 1.08660, 1.32260], [-3.94130, -4.13450, -1.41650], [1.21630, 2.64260, -1.49920], [2.16150, -2.00960, 2.66320], [3.10190, -3.01480, 2.81550], [-3.63100, 1.42700, -3.82730], [-2.24800, 4.14110, -1.21780], [1.19190, -2.55610, -1.98370], [1.80060, -3.70100, -2.47250], [2.14540, 1.51230, -1.76110], [0.86600, -2.17030, 3.18840], [-2.85440, 5.16810, -0.51870], [2.79390, -4.19200, 3.47340], [0.60950, -3.33650, 3.92820], [-4.05300, -1.84080, 1.67630], [1.29570, -5.23340, 4.61450], [3.52000, -4.98880, 3.52400], [1.32540, 3.45660, -2.21500], [4.63480, -0.99060, 0.62330], [-1.28560, 4.72300, 2.43770], [2.20640, -3.72450, -3.47290], [3.84150, -0.16460, -4.14790], [-4.65410, 2.96440, 1.32310], [-2.90030, 6.22920, 1.34990], [-2.65860, 1.51140, 0.99830], [-4.27640, 2.16230, -4.31730], [-4.68380, -5.28470, 0.24250], [-5.19870, -0.02990, -3.59190], [-0.37630, -3.43550, 4.35770], [-3.37970, 0.29100, 2.04440], [-7.43270, 0.68520, 1.37880], [1.33260, 2.99430, -0.47280], [-4.28550, -4.86060, -2.15930], [-5.10780, -2.49930, -2.24790], [-3.59810, 5.79630, -0.98960], [2.30940, -5.74760, -1.99560], [-2.28300, 1.25290, -5.51200], [-2.91170, 1.94200, -3.18810], [-6.18990, -0.49570, 1.76160], [4.40610, -1.52830, -2.14750], [4.09720, -2.87430, 2.41830], [-5.00770, 1.09360, -2.22110], [-5.54840, 0.94910, 3.42540], [-3.89940, 2.54280, 2.85990], [-1.44380, -1.03250, -4.80490], [-2.40970, -3.29260, 0.71970], [2.34930, 1.81080, -3.88390], [-2.97620, -5.56960, -0.12060], [-6.12830, 0.01730, -0.60790], [-2.47840, 3.97650, -2.25990], [-2.98950, -3.71550, -1.74770], [0.31110, -3.41810, 1.01860], [-2.11380, -1.78870, -2.48640], [-6.47170, 2.29020, 2.76660], [1.09590, -1.66360, -2.58860], [-5.92450, -3.42090, -0.96820], [-3.39310, -1.93550, -3.73130], [3.31760, -2.12180, 0.26220], [-1.22130, 0.19590, -3.54150], [-3.29940, -4.18730, 1.97080], [-5.37520, -2.99760, 1.32940], [-5.93890, 1.75520, -0.26000], [-3.58550, 0.04890, -5.47870]],
  "forces_ev_per_a": [[-0.07, -0.41, -0.46], [-0.01, 0.09, -0.13], [-0.30, 0.27, 0.51], [0.27, 0.56, -0.03], [0.10, 0.23, 0.45], [0.27, -0.17, 0.15], [-1.13, 0.09, -0.50], [-0.95, 0.05, -0.18], [0.36, -0.23, 0.52], [0.01, -0.04, -0.25], [0.37, 0.70, -0.16], [0.25, 0.37, 0.18], [0.56, -0.23, -0.04], [-0.24, -0.14, -0.08], [0.29, -0.24, -0.14], [0.12, -0.31, -0.17], [0.08, 0.09, 0.08], [0.02, -0.32, 0.13], [-0.09, -0.01, 0.61], [-0.31, -0.16, -0.06], [0.11, -0.06, -0.03], [0.10, -0.15, 0.19], [0.13, 0.02, -0.25], [0.12, -0.09, -0.43], [-0.18, 0.23, 0.28], [0.41, -0.28, -0.19], [0.03, -0.14, -0.01], [0.24, 0.16, 0.12], [-0.16, -0.10, 0.09], [-0.11, 0.13, -0.08], [0.01, 0.02, -0.13], [0.03, 0.05, 0.00], [-0.01, 0.11, 0.03], [-0.07, 0.39, 0.13], [-0.04, 0.18, -0.19], [0.21, 0.07, -0.05], [0.17, -0.11, 0.41], [-0.16, 0.00, 0.16], [0.44, 0.34, 0.08], [-0.26, -0.07, 0.05], [-0.72, 0.27, -0.06], [0.12, 0.28, -0.08], [0.11, -0.37, 0.09], [-0.21, -0.21, -0.16], [-0.22, 0.20, -0.15], [0.01, -0.11, -0.03], [-0.04, -0.15, 0.00], [0.14, -0.20, -0.33], [-0.02, 0.03, 0.05], [-0.17, 0.11, -0.07], [0.12, -0.09, 0.03], [0.06, -0.06, -0.07], [-0.12, -0.06, 0.18], [0.01, -0.06, 0.00], [0.13, -0.06, 0.08], [0.10, -0.03, 0.01], [-0.03, -0.12, -0.11], [-0.03, 0.01, 0.19], [0.03, 0.02, -0.09], [0.04, -0.01, -0.08], [0.00, 0.02, 0.02], [-0.07, 0.02, 0.03], [-0.01, 0.04, 0.29], [0.00, 0.04, 0.06], [-0.06, -0.10, 0.00], [-0.06, 0.05, 0.08], [-0.08, -0.05, 0.03], [0.05, 0.02, 0.02], [-0.03, -0.04, -0.02], [0.09, -0.04, -0.05], [0.05, 0.00, -0.06], [-0.06, -0.02, -0.03], [0.01, 0.03, -0.10], [0.02, -0.02, 0.00], [-0.04, -0.09, -0.03], [-0.07, 0.12, -0.01], [0.01, -0.07, 0.04], [0.09, -0.09, 0.01], [0.10, 0.00, -0.05], [-0.13, -0.01, 0.02], [-0.01, 0.03, 0.07], [0.04, 0.05, -0.11], [0.04, 0.00, 0.06], [0.08, 0.01, 0.06], [-0.01, 0.09, -0.04], [-0.05, -0.06, 0.05], [-0.03, 0.12, 0.01], [-0.05, 0.03, -0.12], [0.04, -0.03, -0.08], [-0.05, -0.08, 0.12], [-0.01, -0.10, -0.18], [-0.06, -0.03, 0.02], [0.03, 0.09, -0.09], [0.04, 0.02, -0.11], [0.02, 0.00, 0.05], [0.04, -0.07, -0.03], [0.02, -0.04, 0.00], [0.09, -0.03, 0.08], [0.07, 0.04, 0.09], [-0.07, -0.11, -0.09], [0.04, 0.01, -0.04]],
  "mulliken_charge": [0.81, -0.19, -0.50, 0.13, -0.38, -0.10, -0.93, -0.19, 1.35, 0.83, 0.51, -0.11, 0.59, 0.09, 0.36, -0.52, 0.40, -0.45, -0.52, -0.88, -0.63, -0.66, 0.34, -1.15, -0.32, -0.43, -0.87, -1.29, 0.48, -0.61, -0.62, -0.87, -0.89, -0.73, -0.51, -1.17, -1.06, -0.79, 1.08, -0.06, -0.97, 0.49, -0.34, -0.09, -0.62, -0.37, -1.11, 0.34, 0.00, -0.78, -0.76, -0.58, 0.15, 0.36, 0.38, 0.54, 0.55, 0.43, 0.50, 0.41, 0.27, 0.36, -1.25, 0.50, 0.36, 0.20, 0.46, -0.11, 0.47, 0.43, 0.45, 0.35, 0.37, 0.46, 0.42, -0.28, 0.06, 0.51, 0.39, 0.19, 0.38, 0.45, 0.51, -0.53, 0.47, 0.47, 0.53, 0.36, -0.06, 0.53, -0.19, 0.35, 0.48, 0.57, 0.26, 0.31, -0.40, 0.49, 0.48, 0.50, 0.38],
  "e_homo_ev": -3.39,
  "total_charge": -1,
  "orbital_gap_ev": 5.60,
  "e_tot_ev": -178103.4516,
  "multiplicity": 1
}